[1]
# C22H19NO4

One molecule with the formula C22H19NO4 (ωB97M-V/def2-TZVPD, OMol25).

2S+1 ... 1
SMILES ... COc1ccc(CC(=O)Nc2cc3oc4ccccc4c3cc2OC)cc1
Energy relative to the best compared isomer or geometry (same formula, charge and spin) ... 130.6 kJ/mol
HOMO ... -7.8 eV
Calculated total energy ... -32802.5545 eV

```
46
Properties=species:S:1:pos:R:3:lowdin_charge:R:1
C 3.243 -4.899 3.362 -0.092
O 1.877 -4.775 3.674 -0.086
C 1.012 -4.422 2.682 -0.277
C -0.329 -4.323 3.051 -0.002
C -1.286 -3.970 2.122 -0.041
C -0.936 -3.712 0.801 -0.256
C -1.959 -3.313 -0.224 -0.055
C -1.606 -1.982 -0.882 -0.479
O -1.699 -1.780 -2.069 0.095
N -1.208 -1.044 0.023 0.139
C -0.756 0.243 -0.314 -0.142
C -1.301 1.347 0.323 0.085
C -0.858 2.598 -0.060 -0.192
O -1.272 3.797 0.440 0.110
C -0.587 4.749 -0.250 -0.194
C -0.688 6.118 -0.082 0.003
C 0.103 6.917 -0.890 -0.086
C 0.967 6.367 -1.833 -0.094
C 1.068 5.000 -2.000 -0.017
C 0.283 4.178 -1.202 -0.099
C 0.103 2.758 -1.072 -0.092
C 0.665 1.646 -1.690 0.066
C 0.255 0.383 -1.296 -0.202
O 0.793 -0.778 -1.752 -0.095
C 1.664 -0.725 -2.854 -0.074
C 0.401 -3.810 0.441 -0.022
C 1.371 -4.159 1.364 -0.008
H 3.664 -3.950 3.014 0.095
H 3.415 -5.672 2.607 0.095
H 3.732 -5.188 4.291 0.093
H -0.596 -4.528 4.076 0.117
H -2.321 -3.900 2.428 0.112
H -2.947 -3.223 0.234 0.125
H -2.023 -4.060 -1.018 0.130
H -1.319 -1.255 1.004 0.152
H -2.057 1.228 1.083 0.129
H -1.359 6.538 0.650 0.116
H 0.048 7.990 -0.785 0.101
H 1.566 7.026 -2.444 0.099
H 1.737 4.576 -2.733 0.111
H 1.419 1.784 -2.447 0.113
H 1.190 -0.243 -3.713 0.103
H 1.886 -1.761 -3.103 0.094
H 2.596 -0.205 -2.607 0.094
H 0.688 -3.598 -0.578 0.122
H 2.399 -4.223 1.044 0.103
```


[2]
# C22H20AuF3N6O2S2

C22H20AuF3N6O2S2 as an isolated structure (ωB97M-V/def2-TZVPD, OMol25).

2S+1 ... 1
Energy relative to the best compared isomer or geometry (same formula, charge and spin) ... 178.8 kJ/mol
HOMO (alpha / beta) ... -13.8 / -13.8 eV
Total charge ... +2
Calculated total energy ... -69674.7264 eV

```
56
Properties=species:S:1:pos:R:3:lowdin_charge:R:1
Au 0.030 -0.035 0.710 0.801
F -4.965 1.920 1.513 0.145
C -5.228 1.028 0.551 -0.628
F -5.032 1.642 -0.623 0.138
F -6.516 0.714 0.628 0.174
C -4.335 -0.190 0.684 -0.097
C -4.859 -1.445 0.947 0.043
C -3.993 -2.526 1.072 -0.013
C -2.628 -2.299 0.943 -0.112
N -2.132 -1.099 0.699 -0.067
C -2.942 -0.042 0.568 -0.694
S -2.162 1.461 0.283 0.763
H -5.926 -1.569 1.055 0.139
H -4.366 -3.516 1.268 0.118
H -1.916 -3.106 1.039 0.120
C 0.644 0.412 6.000 -0.012
N 1.695 0.373 5.022 -0.116
C 3.031 0.433 5.282 0.012
C 3.683 0.408 4.097 0.008
N 2.735 0.321 3.090 0.031
C 1.507 0.312 3.690 -0.604
S -0.073 0.168 3.080 0.776
C 3.093 0.338 1.729 -0.235
C 4.372 -0.078 1.357 0.029
C 4.786 0.118 0.051 0.006
C 3.934 0.768 -0.833 -0.001
C 2.663 1.083 -0.398 -0.114
N 2.226 0.818 0.834 0.041
H 1.084 0.438 6.994 0.112
H 0.009 -0.470 5.905 0.101
H 0.029 1.302 5.855 0.111
H 3.421 0.484 6.279 0.148
H 4.731 0.496 3.902 0.134
H 5.029 -0.546 2.072 0.123
H 5.765 -0.209 -0.264 0.133
H 4.239 1.006 -1.839 0.129
H 1.959 1.584 -1.045 0.108
O -2.132 1.792 -3.926 -0.027
C -1.769 1.047 -5.044 -0.240
N -0.404 1.316 -5.452 0.118
C 0.682 0.905 -4.788 -0.473
O 1.814 1.266 -5.014 0.111
C 0.475 -0.125 -3.695 -0.095
C 0.759 -1.461 -3.959 0.052
C 0.723 -2.370 -2.914 0.001
C 0.450 -1.907 -1.640 -0.108
N 0.195 -0.626 -1.389 -0.060
C 0.186 0.249 -2.390 -0.083
H -2.358 2.698 -4.174 0.111
H -2.422 1.232 -5.904 0.144
H -1.845 -0.005 -4.746 0.131
H -0.232 2.005 -6.177 0.168
H 1.004 -1.788 -4.959 0.146
H 0.923 -3.415 -3.080 0.126
H 0.435 -2.577 -0.795 0.114
H -0.072 1.269 -2.149 0.114
```


[3]
# C22H20AuGe

C22H20AuGe as an isolated structure (ωB97M-V/def2-TZVPD, OMol25).

2S+1 ... 2
Energy relative to the best compared isomer or geometry (same formula, charge and spin) ... 0.0 kJ/mol
HOMO (alpha / beta) ... -15.1 / -15.1 eV
Total charge ... +2
Calculated total energy ... -83328.6257 eV
Expectation value of S² ... 0.765

```
44
Properties=species:S:1:pos:R:3:lowdin_charge:R:1
Au -1.066 0.559 0.046 0.934
C 1.900 0.916 0.467 0.001
C 0.701 1.182 1.255 -0.249
C 0.241 2.448 0.823 -0.127
C 1.111 2.906 -0.249 -0.032
C 2.105 1.982 -0.436 -0.052
H 2.535 0.051 0.590 0.128
H 0.493 0.732 2.217 0.110
H -0.477 3.072 1.335 0.119
H 0.982 3.833 -0.787 0.123
H 2.911 2.047 -1.151 0.126
C -4.504 0.107 1.839 -0.172
Ge -3.580 -0.278 0.200 1.112
C -3.739 -2.103 -0.339 -0.349
C -2.629 -2.945 -0.455 -0.135
C -2.805 -4.277 -0.791 -0.049
C -4.085 -4.768 -1.024 -0.034
C -5.189 -3.936 -0.909 -0.044
C -5.024 -2.606 -0.551 -0.094
C -2.977 1.102 -0.979 -0.405
C -3.218 2.420 -0.494 -0.107
C -3.084 3.522 -1.309 -0.026
C -2.631 3.353 -2.610 0.063
C -2.320 2.095 -3.147 -0.150
C -1.862 1.978 -4.483 0.011
C -1.578 0.750 -5.009 -0.023
C -1.742 -0.403 -4.221 -0.011
C -2.174 -0.324 -2.919 -0.036
C -2.474 0.926 -2.343 -0.191
H -5.576 0.050 1.633 0.055
H -4.284 1.078 2.276 0.033
H -4.249 -0.688 2.538 0.051
H -1.624 -2.574 -0.278 0.091
H -1.949 -4.933 -0.869 0.120
H -4.220 -5.807 -1.292 0.123
H -6.182 -4.324 -1.088 0.123
H -5.901 -1.976 -0.449 0.110
H -3.564 2.557 0.524 0.107
H -3.329 4.508 -0.939 0.130
H -2.510 4.223 -3.246 0.143
H -1.757 2.875 -5.080 0.132
H -1.239 0.658 -6.032 0.127
H -1.530 -1.373 -4.651 0.128
H -2.295 -1.233 -2.344 0.085
```


[4]
# C22H20BF4HfN4O4S3

C22H20BF4HfN4O4S3 as an isolated structure (ωB97M-V/def2-TZVPD, OMol25).

2S+1 ... 1
HOMO ... -10.1 eV
Total charge ... +1
Calculated total energy ... -82648.9833 eV

```
59
Properties=species:S:1:pos:R:3:lowdin_charge:R:1
Hf 0.223 0.864 -0.649 1.852
O -1.682 -2.359 -3.214 0.078
C -0.698 -3.167 -3.491 -0.270
C -0.681 -4.095 -4.557 0.005
C 0.341 -5.025 -4.675 -0.068
C 1.443 -4.965 -3.825 -0.093
C 1.545 -3.981 -2.841 -0.009
C 0.483 -3.059 -2.673 -0.085
C 0.594 -1.957 -1.786 -0.314
O -0.418 -1.144 -1.560 -0.110
N 1.815 -1.587 -1.298 0.026
N 1.902 -0.270 -1.135 -0.298
C 3.008 0.154 -0.416 -0.949
S 3.706 -1.028 0.629 0.985
C 4.122 0.265 1.841 -0.474
C 4.565 1.529 1.124 -0.459
S 3.735 1.661 -0.498 0.993
H -1.208 -1.688 -2.503 0.056
H -1.482 -4.034 -5.308 0.127
H 0.281 -5.881 -5.378 0.125
H 2.211 -5.780 -3.848 0.119
H 2.431 -3.924 -2.220 0.111
H 4.929 -0.154 2.447 0.086
H 3.174 0.489 2.432 0.093
H 5.653 1.533 0.859 0.096
H 4.460 2.469 1.677 0.081
C -5.696 -1.335 3.385 -0.034
C -4.294 -0.840 3.149 -0.224
C -3.202 -1.657 3.042 -0.022
C -1.950 -1.151 2.746 -0.018
C -1.827 0.236 2.594 -0.325
C -2.859 1.116 2.906 -0.050
C -4.108 0.603 3.116 0.006
S -0.304 0.864 2.163 0.732
O 0.259 -0.187 1.179 -0.412
O 0.498 1.218 3.292 -0.229
N -0.633 2.038 1.060 -0.172
C 0.373 2.976 0.789 -0.418
C 1.012 3.747 1.786 -0.007
C 1.913 4.693 1.426 0.002
C 2.220 4.888 -0.005 -0.026
C 1.471 4.170 -0.912 -0.099
N 0.728 3.067 -0.511 -0.022
H -6.384 -0.489 3.041 0.104
H -5.914 -1.531 4.434 0.092
H -5.914 -2.183 2.729 0.088
H -3.346 -2.721 3.034 0.126
H -1.061 -1.768 2.696 0.128
H -2.752 2.201 2.844 0.129
H -4.969 1.221 3.186 0.109
H 0.760 3.505 2.788 0.104
H 2.533 5.195 2.149 0.118
H 3.093 5.480 -0.395 0.136
H 1.368 4.354 -1.987 0.139
F 0.297 1.254 -2.784 0.009
B -1.137 1.521 -3.067 -1.122
F -1.409 2.791 -3.396 0.233
F -1.545 0.536 -3.927 0.210
F -1.673 1.321 -1.680 0.013
```